(1)
Density functional theory data (the ωB97M-V functional and the def2-TZVPD basis) for a structure of composition C4H8N2O.

Calculated values
* E_LUMO: 0.745 eV
* frontier orbital gap: 9.77 eV
* relative energy (zero: lowest compared OMol25 entry of this formula, charge and spin): 5.632 eV
* HOMO energy: -9.024 eV

The geometry in XYZ format:
```
15
Properties=species:S:1:pos:R:3:forces:R:3
C 1.15577 1.30071 -0.51156 0.0990 0.0250 -0.1324
N 0.36474 0.82045 0.61572 -0.1428 0.0785 0.1284
C -0.67904 -0.06284 0.38190 0.3530 -0.2043 0.2395
C -0.39317 -1.54659 0.24515 -0.3175 0.0011 0.0792
O 0.80911 -1.83282 -0.43185 0.1793 0.0691 0.1251
C -2.03052 0.31700 0.95015 0.0202 0.0264 -0.5457
N -2.16445 0.51494 -0.30790 -0.1864 0.0326 0.4479
H 0.57131 1.95837 -1.17215 0.0875 -0.0918 0.0626
H 2.02000 1.85843 -0.13985 -0.1343 -0.0930 -0.0553
H 1.50661 0.44466 -1.09173 -0.0264 0.1813 0.0449
H 0.09078 1.56247 1.24927 0.0324 -0.0759 -0.0633
H -1.19421 0.22801 -0.90434 0.0035 -0.0152 -0.1413
H -1.20851 -2.02995 -0.29872 0.1198 0.0756 0.0582
H -0.38061 -1.96421 1.26302 -0.0100 0.0741 -0.1021
H 1.53220 -1.56864 0.15290 -0.0773 -0.0835 -0.1457
```
Forces are in eV/Å.

=====

(2)
Density functional theory data (the ωB97M-V functional and the def2-TZVPD basis) for the molecule C7H17N.

Calculated values
* E_LUMO: 1.075 eV
* frontier orbital gap: 9.55 eV
* relative energy (zero: lowest compared OMol25 entry of this formula, charge and spin): 1.541 eV
* structure (SMILES): CC(C)CCN(C)C
* HOMO energy: -8.479 eV

The geometry in XYZ format:
```
25
Properties=species:S:1:pos:R:3:forces:R:3
C -0.52895 -1.81458 1.49895 2.1575 -0.1571 -0.3563
C -0.99647 -0.38228 1.66015 -0.7327 0.4078 0.8608
C -2.51603 -0.15355 1.87472 0.4813 -0.0761 -1.1575
C -0.60732 0.45895 0.43398 0.1424 0.4016 -0.3944
C 0.79789 0.29760 -0.12193 1.2973 1.7020 0.2294
N 0.92435 0.89402 -1.49918 0.0538 -0.6315 1.6600
C 2.20090 1.58827 -1.65914 -1.1131 0.1950 1.0200
C 0.72726 -0.18312 -2.45230 0.3021 0.1810 0.4280
H 0.49205 -1.90488 1.98288 -0.7140 0.2077 -0.9839
H -0.99212 -2.66434 1.94458 -1.3537 -0.1777 0.4629
H -0.43359 -2.00822 0.42078 0.0612 -0.3792 0.3179
H -0.48186 -0.02235 2.56908 -0.1492 0.3541 -0.4383
H -2.74315 0.86928 1.59070 -0.0412 0.3053 0.1157
H -2.89608 -0.29241 2.86869 0.0099 -0.4142 0.5139
H -3.07567 -0.75700 1.15150 -0.0439 -0.1599 0.2579
H -0.72152 1.52482 0.68376 -0.1401 -0.2662 -0.1011
H -1.28244 0.28139 -0.42739 -0.0742 -0.1680 0.5801
H 1.13529 -0.74475 -0.13297 0.0672 0.0988 0.0310
H 1.51506 0.90021 0.52805 -0.7739 -0.9499 -0.5367
H 3.02489 0.98188 -1.26770 0.5488 -0.3857 -1.2296
H 2.13859 2.00882 -2.66628 1.1117 -0.2908 0.0540
H 2.26939 2.41351 -0.93996 -0.5350 0.2650 -0.2762
H 0.87897 0.24119 -3.43564 -0.4639 -0.1388 -0.4801
H -0.30838 -0.51392 -2.25188 0.5578 -0.3414 -0.7080
H 1.47896 -1.01852 -2.35344 -0.6559 0.4179 0.1308
```
Forces are in eV/Å.

=====

(3)
Density functional theory data (the ωB97M-V functional and the def2-TZVPD basis) for a cluster of 2 separate species, C11H6F3N2O4S2 in total.

Calculated values
* E_LUMO: 1.148 eV
* frontier orbital gap: 4.48 eV
* total charge: -1
* HOMO energy: -3.329 eV

The geometry in XYZ format:
```
28
Properties=species:S:1:pos:R:3:forces:R:3
F 2.83386 0.26036 -0.52502 0.7140 0.3785 -0.7743
C 2.04249 1.21439 -1.04956 -2.5843 -0.1881 1.5300
F 2.61878 2.42233 -0.91064 0.8489 -0.2361 -0.5934
F 1.80784 0.96114 -2.35031 1.0461 0.1014 -0.1939
C 0.72538 1.21956 -0.30105 -0.0122 -0.0858 -0.0241
C -0.43717 1.61452 -0.94254 0.1643 0.2018 -0.7563
C -1.63937 1.62759 -0.25663 0.0793 0.0578 -0.0699
C -1.68869 1.25448 1.06572 0.0648 0.1783 -0.5434
C -0.51854 0.86228 1.72683 0.0817 0.2211 -0.5370
S -0.56449 0.41222 3.32259 -0.0938 -0.5177 2.5798
C 0.69247 0.85147 1.02427 0.2130 0.1425 -0.5904
H -0.38142 1.90017 -1.98174 -0.1490 0.0413 -0.1319
H -2.53974 1.92721 -0.76476 -0.2314 0.0880 -0.1739
H -2.62343 1.25047 1.60386 -0.0784 -0.0520 0.1366
H 1.60601 0.54553 1.51130 -0.0942 -0.0604 0.2301
O 1.99327 5.82676 7.08681 -0.6987 -0.3380 -0.9976
N 1.62976 5.76752 5.91070 1.0144 0.6959 0.2638
O 2.19444 6.38522 5.00380 -0.8640 -0.7519 0.5111
C 0.49144 4.94239 5.57484 -0.5184 -0.3004 -0.4692
C -0.25314 4.20863 6.43049 -0.3512 -0.5162 1.2111
C -1.31358 3.50819 5.78488 0.4274 0.3416 0.8607
N -2.26877 2.66598 6.49992 -0.9833 -0.9934 0.1868
O -3.07047 1.99998 5.84146 1.0728 1.1146 0.5047
O -2.23485 2.65700 7.73202 0.3403 0.2686 -0.9323
C -1.36889 3.71049 4.44975 0.6245 0.3076 -0.1718
S -0.11024 4.77388 3.96292 -0.1437 -0.0695 -0.5507
H -0.06720 4.14878 7.49512 -0.0034 0.0182 -0.1081
H -2.09779 3.26662 3.79759 0.1146 -0.0476 -0.3963
```
Forces are in eV/Å.

=====

(4)
Density functional theory data (the ωB97M-V functional and the def2-TZVPD basis) for a cluster of 2 separate species, C2H8O2 in total.

Calculated values
* E_LUMO: 0.508 eV
* frontier orbital gap: 10.36 eV
* relative energy (zero: lowest compared OMol25 entry of this formula, charge and spin): 1.590 eV
* structure (SMILES): CO.CO
* HOMO energy: -9.855 eV

The geometry in XYZ format:
```
12
Properties=species:S:1:pos:R:3:forces:R:3
C 2.16043 0.36929 -0.23923 -0.9199 -0.7636 -0.1497
O 1.26432 -0.43128 0.55482 1.4818 0.2297 0.0291
H 3.03767 0.59874 0.30520 0.6428 0.2904 1.2645
H 2.60776 -0.14240 -1.10282 -0.7744 -0.0871 -0.2307
H 1.68220 1.30750 -0.50205 -0.0167 0.1290 -0.3977
H 0.44230 -0.59195 0.08350 -0.1446 0.3522 -0.4104
C -2.08428 0.48093 0.21880 0.1214 0.6510 -1.9707
O -1.23275 -0.44511 -0.53539 -2.7978 -4.3284 3.2781
H -1.53232 1.41998 0.30062 -0.1376 -0.1563 0.2365
H -3.06173 0.68582 -0.27871 0.7824 -0.2349 -0.0827
H -2.32762 0.05228 1.14518 -0.0477 -0.1933 1.5219
H -1.55779 -1.42016 0.01620 1.8103 4.1114 -3.0883
```
Forces are in eV/Å.

=====

(5)
Density functional theory data (the ωB97M-V functional and the def2-TZVPD basis) for a structure of composition C2HKLiO3.

Calculated values
* E_LUMO (alpha / beta): -0.905 / -0.963 eV
* <S²>: 0.754
* spin multiplicity: 2
* frontier orbital gap (alpha / beta): 4.20 / 6.22 eV
* relative energy (zero: lowest compared OMol25 entry of this formula, charge and spin): 2.113 eV
* HOMO energy (alpha / beta): -5.101 / -7.181 eV

The geometry in XYZ format:
```
8
Properties=species:S:1:pos:R:3:forces:R:3
C 1.27703 -0.57253 0.88818 -0.4143 0.1560 0.3597
H 1.68338 -0.01632 1.75575 0.1045 -0.2671 -0.3274
O 0.63484 0.49679 0.16567 1.8776 -0.1580 -0.1655
C -0.13148 0.15848 -0.89795 -3.8374 1.5271 2.9205
O -0.64445 1.15742 -1.46548 0.7494 0.1714 -1.1684
O -0.73756 -0.94619 -0.79636 0.9340 -1.7912 -1.1986
Li 0.31954 -2.21361 0.15269 -0.0229 0.7294 -0.0807
K -2.40129 1.93596 0.19750 0.6091 -0.3676 -0.3396
```
Forces are in eV/Å.

=====

(6)
Density functional theory data (the ωB97M-V functional and the def2-TZVPD basis) for a structure of composition C27H27N3O4OsS.

Calculated values
* E_LUMO: -2.181 eV
* frontier orbital gap: 6.10 eV
* relative energy (zero: lowest compared OMol25 entry of this formula, charge and spin): 0.397 eV
* HOMO energy: -8.282 eV

The geometry in XYZ format:
```
63
Properties=species:S:1:pos:R:3:forces:R:3
Os -1.24005 -0.98164 -0.90486 -0.3554 0.1145 -0.4686
O 3.23080 -1.83843 -0.61699 0.0571 -0.0393 0.0198
C 3.59386 -0.61084 -1.02357 -0.0109 0.0366 -0.0187
C 4.96044 -0.31990 -1.00594 -0.0129 -0.0461 0.0181
C 5.41964 0.91718 -1.39893 -0.0118 0.0079 0.0014
C 4.52908 1.90401 -1.82370 0.0250 0.0101 0.0009
C 3.18268 1.62306 -1.85366 0.0016 -0.0654 -0.0139
C 2.68957 0.36980 -1.46322 0.1111 0.0603 -0.0330
C 1.24415 0.13121 -1.49152 -0.1481 -0.0473 -0.0947
O 0.79187 -0.97160 -0.94648 0.4494 -0.2965 -0.1318
N 0.45744 1.01532 -2.03564 0.2428 0.2110 -0.2426
N -0.86960 0.67932 -1.86807 -0.4136 -0.0453 -0.0610
C -1.76742 1.51821 -2.26332 0.2706 -0.1501 -0.0598
C -3.17830 1.36220 -2.05708 -0.2774 0.0123 0.0402
C -4.00190 2.39089 -2.55809 0.0603 -0.0497 0.0141
C -5.36233 2.38446 -2.38147 -0.0051 0.0493 -0.0281
C -5.95441 1.33267 -1.67975 -0.0359 0.0018 0.0042
C -5.18435 0.31377 -1.17569 0.1462 -0.0688 0.0122
C -3.79075 0.29995 -1.35134 -0.3047 0.2986 -0.2407
O -3.14796 -0.74145 -0.83455 0.3145 -0.4042 0.2907
H 2.25787 -1.87012 -0.57040 -0.0106 0.0224 -0.0225
H 5.63583 -1.09429 -0.66876 0.0104 -0.0071 0.0041
H 6.48217 1.12272 -1.37148 0.0037 0.0006 -0.0011
H 4.89038 2.87722 -2.12545 0.0030 0.0030 -0.0024
H 2.47133 2.36838 -2.17898 -0.0269 0.0135 -0.0088
H -1.40046 2.41226 -2.75465 0.0123 0.0195 0.0027
H -3.53029 3.20506 -3.09401 0.0096 0.0150 -0.0079
H -5.96816 3.18717 -2.77799 0.0070 0.0048 -0.0051
H -7.02598 1.31693 -1.53128 -0.0065 -0.0043 0.0034
H -5.62458 -0.51083 -0.63227 0.0058 -0.0157 0.0058
S -1.04551 -2.07808 -2.92371 0.1784 0.2103 0.3507
C -1.47470 -3.66526 -2.53704 -0.2021 -0.1150 0.0027
N -1.76763 -4.74852 -2.27359 0.0063 -0.0984 0.0058
C -0.98090 -3.30116 0.60799 0.2536 0.3280 -0.0803
C -0.55308 -2.87718 2.01946 0.0165 -0.0273 -0.0312
C -1.77919 -2.50719 2.85384 -0.0253 0.0362 0.0544
C 0.53626 -1.81485 2.07705 0.1497 -0.4550 -0.0031
C 1.78306 -2.13662 2.59510 -0.2537 -0.1058 0.0496
C 2.79087 -1.18749 2.64488 -0.0111 0.0342 -0.0022
C 2.52192 0.09976 2.23175 -0.0932 0.2039 -0.0916
C 1.27551 0.48231 1.71769 0.2381 0.2216 0.1088
C 1.07685 1.95624 1.37776 -0.0336 0.0681 0.0146
C -0.28766 2.34507 0.81606 -0.0925 0.0167 -0.0632
C 1.32554 2.81598 2.62749 -0.0070 -0.0427 -0.0295
C 0.32314 -0.52429 1.58283 -0.7052 -0.0311 -0.2567
O -0.85163 -0.34947 0.89313 0.5266 -0.0892 0.3698
H -1.55207 -4.23042 0.60187 0.0235 -0.0013 0.0368
H -0.13128 -3.42619 -0.06381 -0.0788 -0.0292 0.0179
H -1.74970 -2.59331 0.19140 -0.1031 -0.0646 0.0354
H -0.10162 -3.76870 2.46792 -0.0560 -0.0012 -0.0404
H -2.26605 -1.61666 2.45391 0.0183 -0.0304 0.0150
H -1.49332 -2.30826 3.88631 -0.0161 0.0153 0.0249
H -2.50182 -3.32573 2.85116 0.0027 -0.0034 0.0056
H 1.96577 -3.14390 2.95200 -0.0048 -0.0043 -0.0213
H 3.77641 -1.45104 3.00392 0.0056 0.0027 0.0178
H 3.31186 0.83962 2.27652 -0.0107 0.0534 0.0174
H 1.83705 2.22576 0.63283 -0.0155 -0.0696 0.0411
H -1.07838 2.14521 1.54122 0.0002 0.0110 0.0158
H -0.53565 1.81899 -0.10038 0.1173 0.3270 0.4350
H -0.28989 3.41649 0.60339 0.0155 0.0277 0.0103
H 0.56798 2.59873 3.38341 -0.0044 -0.0026 0.0152
H 1.25568 3.87485 2.37273 -0.0097 0.0006 -0.0079
H 2.30164 2.64260 3.07408 0.0594 -0.0271 0.0061
```
Forces are in eV/Å.

=====

(7)
Density functional theory data (the ωB97M-V functional and the def2-TZVPD basis) for a cluster of 2 separate species, C6H14N2O2 in total.

Calculated values
* E_LUMO: 0.592 eV
* frontier orbital gap: 9.62 eV
* relative energy (zero: lowest compared OMol25 entry of this formula, charge and spin): 0.760 eV
* structure (SMILES): CNC(C)=O.CNC(C)=O
* HOMO energy: -9.025 eV

The geometry in XYZ format:
```
24
Properties=species:S:1:pos:R:3:forces:R:3
C -0.50583 -1.40023 -2.57780 -0.1508 -0.7272 -0.0761
N 0.73376 -0.64237 -2.62496 -0.7070 -0.1941 0.6128
C 0.94519 0.39356 -1.75149 0.3495 -0.4299 -1.5519
C 2.25442 1.12207 -1.89345 0.5770 0.2243 1.0640
O 0.07784 0.75841 -0.98814 -0.2823 0.1202 0.4150
H -1.37532 -0.77370 -2.41319 0.0689 0.2668 -0.2221
H -0.59830 -1.97551 -3.50152 -0.1272 0.3825 -0.1375
H -0.55113 -2.17217 -1.80461 0.3587 0.2235 0.3332
H 1.43482 -1.05702 -3.21126 0.4324 0.4929 0.1768
H 2.48978 1.51066 -0.90531 -0.0717 0.0725 0.1852
H 2.19744 2.01390 -2.51456 -0.2031 -0.2551 -0.3521
H 3.11692 0.50623 -2.14317 -0.2137 -0.1298 -0.4767
C -2.60536 0.71434 1.88258 0.2884 -1.4769 0.1891
N -1.24768 0.22746 1.60752 -0.2178 0.8398 0.9414
C -0.43940 0.07043 2.73375 -1.5408 -0.1564 -1.3215
C 0.90411 -0.50833 2.45148 1.2212 -0.3309 1.7451
O -0.90080 0.31617 3.82843 0.5110 -0.2304 0.4301
H -2.69723 1.61453 2.48238 0.2128 0.1566 -0.0895
H -3.08653 0.76941 0.93433 -0.4430 0.5857 -0.7676
H -3.13255 -0.10381 2.38581 0.0202 0.3155 0.2985
H -0.86863 0.58075 0.73667 0.4405 -0.4610 0.1009
H 1.37953 -0.84583 3.40119 -0.4250 0.5300 -0.4457
H 0.94465 -1.38993 1.83505 -0.4680 -0.0380 -0.6598
H 1.53031 0.27097 2.05029 0.3696 0.2193 -0.3915
```
Forces are in eV/Å.

=====

no.,F_max (eV Å⁻¹)
1,0.55
2,2.19
3,3.01
4,6.11
5,5.06
6,0.75
7,2.16